Below is a molecular structure, C19H37ClInNO3SbSi3, with properties calculated with ωB97M-V with the def2-TZVPD basis set.

ORCA input file:
```
! wB97M-V def2-TZVPD RIJCOSX def2/J DEFGRID3
* xyz 1 1
In -0.416 0.913 1.493
Cl 7.038 2.665 1.888
C 5.444 1.991 1.830
C 5.210 0.731 2.404
C 3.963 0.183 2.386
C 2.855 0.853 1.802
O 1.718 0.265 1.754
C 3.100 2.153 1.252
C 2.064 2.966 0.736
O 0.840 2.751 0.692
C 4.413 2.682 1.259
H 6.028 0.200 2.864
H 3.777 -0.783 2.831
H 2.414 3.934 0.327
H 4.595 3.656 0.828
N -3.887 3.675 1.885
C -2.859 2.825 1.952
O -2.652 2.018 1.048
C -1.996 2.929 3.187
C -1.238 1.651 3.487
H -4.499 3.646 1.083
H -4.041 4.392 2.574
H -2.621 3.242 4.032
H -1.276 3.732 2.986
H -1.896 0.888 3.910
H -0.420 1.838 4.184
C 2.285 -2.755 0.572
Si 0.439 -3.028 0.208
C -0.580 -3.360 1.789
C 0.162 -4.366 -1.127
Sb -0.566 -0.767 -0.716
Si 0.853 0.107 -2.773
C 2.612 0.508 -2.159
C 0.829 -1.359 -4.006
C -0.048 1.626 -3.498
Si -3.141 -0.951 -1.232
C -3.361 -2.473 -2.364
C -3.983 -1.180 0.463
C -3.693 0.669 -2.068
H 2.710 -3.597 1.110
H 2.405 -1.869 1.190
H 2.865 -2.613 -0.335
H -0.216 -4.234 2.322
H -1.631 -3.528 1.565
H -0.509 -2.508 2.466
H 0.534 -5.325 -0.781
H 0.686 -4.127 -2.047
H -0.889 -4.491 -1.369
H 3.088 -0.356 -1.704
H 2.589 1.300 -1.414
H 3.244 0.843 -2.977
H 1.402 -2.204 -3.635
H 1.257 -1.069 -4.960
H -0.185 -1.703 -4.194
H -0.209 2.388 -2.738
H -1.015 1.356 -3.915
H 0.539 2.073 -4.297
H -3.130 -3.398 -1.844
H -2.722 -2.419 -3.240
H -4.385 -2.545 -2.713
H -3.636 -2.074 0.976
H -5.062 -1.255 0.367
H -3.765 -0.323 1.096
H -3.307 0.764 -3.078
H -3.347 1.522 -1.488
H -4.777 0.723 -2.125
*
```

Output
**Energy relative to the best compared isomer or geometry (same formula, charge and spin)**: 16.6 kcal/mol
**HOMO**: -10.30 eV
**Strongest force on any atom**: 1.23 eV/Å

Atomic partial charges in e from the Löwdin method, atoms 1 to 6: 0.7886, 0.6788, -0.6705, -0.0726, 0.0006, -0.3502